(1)
C24H45LuNO2P2 | ωB97M-V with the def2-TZVPD basis set

Summary:
HOMO = -9.9 eV
Charge = +1
Spin multiplicity = 1
Maximum force = 6.93 eV/Å

Structure (XYZ):
```
75
C24H45LuNO2P2, DFT ωB97M-V with the def2-TZVPD basis set
Lu 0.06 -0.19 -0.14
P -0.19 1.05 -2.75
P -1.68 1.38 2.32
O -0.14 1.85 0.03
O 0.64 3.87 0.02
N -0.20 3.14 0.50
C 0.14 2.84 -2.99
C -2.15 -2.63 -2.22
C 2.08 -1.07 0.97
C -0.95 2.72 3.32
C 3.27 2.06 -0.72
C -0.65 -2.53 -2.26
C -1.23 -1.84 0.79
C 2.31 1.17 1.48
C 2.54 -0.38 -0.21
C 0.14 -3.21 -1.40
C 2.57 2.40 2.27
C 2.95 -1.04 -1.47
C 1.55 -0.35 3.41
C -0.44 -4.08 -0.34
C -2.87 -1.80 -1.12
C -2.93 2.39 1.43
C -1.99 -1.09 -0.13
C 1.85 -0.08 1.98
C -1.27 -3.34 0.78
C 2.67 1.01 0.13
C -1.94 0.91 -3.27
C -2.71 0.48 3.52
C 0.75 0.31 -4.13
C 2.10 -2.53 1.19
H -2.05 1.39 -4.25
H -2.31 -3.68 0.71
H 2.13 3.29 1.78
H -2.57 1.41 -2.53
H 2.47 -0.59 3.96
H -3.31 1.20 4.09
H 3.14 1.84 -1.78
H -0.13 2.34 3.94
H 4.35 2.17 -0.52
H -2.38 -0.09 0.17
H 0.02 3.09 -4.06
H 2.16 2.32 3.28
H 2.78 3.03 -0.53
H -2.54 -2.34 -3.21
H -1.03 -1.40 1.80
H -1.11 -4.85 -0.77
H -2.41 3.16 0.85
H 1.21 -3.34 -1.58
H -3.52 -1.07 -1.61
H -0.55 3.49 2.63
H 1.16 3.07 -2.67
H -1.74 3.16 3.95
H 1.73 0.80 -4.20
H -2.23 -0.14 -3.33
H -2.03 -0.08 4.18
H -3.34 -0.22 2.97
H 3.06 -0.32 -2.30
H 2.23 -1.80 -1.79
H 0.91 -0.76 -3.93
H -0.24 -2.02 -3.13
H -3.55 -2.47 -0.58
H 0.36 -4.65 0.15
H -2.46 -3.69 -2.10
H -3.50 1.75 0.75
H 3.04 -2.82 1.67
H 1.08 0.51 3.90
H -0.92 -3.71 1.75
H 0.87 -1.21 3.51
H -3.60 2.85 2.17
H 3.91 -1.55 -1.32
H -0.55 3.45 -2.38
H 3.66 2.57 2.36
H 2.05 -3.07 0.24
H 1.28 -2.87 1.83
H 0.18 0.43 -5.06
```

***

(2)
C3H5N2P | ωB97M-V with the def2-TZVPD basis set

Summary:
HOMO (spin up / spin down) = -6.9 / -6.9 eV
Spin multiplicity = 1
Maximum force = 2.38 eV/Å
Energy relative to the best compared isomer or geometry (same formula, charge and spin) = 491.8 kJ/mol

Structure (XYZ):
```
11
C3H5N2P, DFT ωB97M-V with the def2-TZVPD basis set
P 3.42 -0.58 0.00
N 2.17 -0.28 1.02
N 0.83 -0.86 1.04
C -0.36 -0.03 1.51
C -0.20 -0.22 0.24
C -0.55 -0.13 -1.16
H 2.37 0.11 1.95
H -0.71 0.37 2.43
H 0.32 0.18 -1.74
H -1.36 0.59 -1.31
H -0.86 -1.11 -1.52
```

***

Question: What is the formula in the second record?
Answer: C3H5N2P

***

Question: Among the records above, which one has the highest maximum force?
Answer: C24H45LuNO2P2